The following is a DFT calculation (ωB97M-V/def2-TZVPD) of 3 unconnected molecules or ions with the total composition C46H57F3NO10Si at a distorted geometry.

XYZ file:
```
118
Properties=species:S:1:pos:R:3:forces:R:3
C 7.302121 3.315948 2.597781 -0.3 -0.8 0.2
C 5.961441 3.328658 1.785051 0.8 -0.4 0.1
O 5.924110 4.286777 0.734694 -0.1 -0.7 0.2
C 6.912157 3.996759 -0.244774 1.0 0.6 -0.6
C 6.430186 4.233144 -1.706957 -0.7 0.4 0.2
C 4.886309 4.112263 -1.914749 -0.4 0.3 -0.5
C 4.481102 3.263164 -3.145105 0.3 0.1 -0.2
C 4.772330 1.733249 -2.993624 -0.1 1.5 0.2
C 4.590399 1.164271 -1.554953 2.2 -3.2 -1.9
C 5.791232 0.103088 -1.439571 -1.4 1.4 1.1
C 5.336259 -0.524324 -0.111670 1.9 0.0 -1.3
C 6.388977 -1.007957 0.864893 1.5 0.0 -0.9
C 7.767777 -1.203232 0.081486 -1.6 -3.1 1.5
C 7.750758 -2.474796 -0.943599 0.8 1.7 -0.7
O 8.501129 -2.317016 0.443244 0.1 3.5 -0.6
N 4.046595 -0.525708 -0.054165 0.2 -0.9 0.6
C 3.363924 -1.117463 1.117988 -1.2 0.2 1.3
C 3.436836 -0.110242 2.302442 0.0 0.4 -0.3
F 3.876723 -2.362535 1.429012 0.3 0.8 -0.4
C 3.428712 0.119593 -1.258175 0.2 3.1 -0.7
C 3.127689 -0.842091 -2.445101 -0.7 -0.4 0.1
C 3.018503 -2.332352 -2.095178 0.5 -0.9 -0.3
C 3.923876 -3.218022 -2.733266 0.0 -0.1 0.0
C 3.887958 -4.601444 -2.522312 -0.5 -0.4 0.3
C 2.926130 -5.161677 -1.663140 -0.2 0.4 0.3
C 2.032068 -4.310963 -0.999537 0.1 0.5 -0.4
C 2.079861 -2.921736 -1.228509 -0.1 0.0 0.1
C 2.228465 1.099979 -0.978293 -2.1 -1.4 1.5
F 1.949155 1.820583 -2.108337 1.0 -0.4 0.4
F 2.565237 1.983198 0.034609 0.3 -0.2 -0.8
C 0.906554 0.427829 -0.545736 -0.9 0.8 -0.2
C -0.363962 1.349696 -0.769092 0.4 0.1 0.4
Si -1.552219 0.678157 -2.100675 -0.5 0.2 0.1
C -0.693096 -0.120467 -3.585123 -0.4 -0.2 -0.2
C -2.670730 2.077904 -2.724475 0.1 -0.6 -0.2
C -2.631314 -0.624818 -1.227990 0.1 0.2 0.0
C -2.508114 -2.010412 -1.468956 -0.7 0.4 0.7
C -3.371015 -2.906404 -0.797643 0.3 -0.4 -0.2
C -4.354627 -2.473283 0.106096 0.6 0.5 -0.6
C -4.430362 -1.080920 0.339424 -0.6 -0.2 0.5
C -3.602480 -0.155085 -0.299452 0.4 -1.0 -0.4
H 7.722875 2.287277 2.563687 -0.1 0.6 0.0
H 7.119287 3.512868 3.671296 0.2 0.2 -0.6
H 8.072886 3.994167 2.201244 -0.5 -0.1 0.2
H 5.123280 3.459994 2.490823 0.2 0.3 -0.7
H 5.873459 2.324526 1.293613 -0.2 0.4 0.4
H 7.760357 4.695104 -0.068778 -0.3 -0.5 -0.1
H 7.349724 2.977584 -0.138685 -0.5 0.3 0.1
H 6.710184 5.268888 -1.979951 -0.1 -0.6 0.0
H 6.945935 3.570962 -2.429741 0.0 0.2 0.6
H 4.337154 3.748005 -1.027845 0.5 0.3 -0.3
H 4.495912 5.134406 -2.095218 0.1 -0.6 0.2
H 5.074500 3.610301 -4.019009 -0.4 -0.2 0.4
H 3.423068 3.463275 -3.402913 0.5 -0.3 0.3
H 5.843749 1.598457 -3.254582 -0.6 0.0 0.1
H 4.205172 1.210113 -3.781316 0.1 0.0 0.6
H 4.849868 1.806501 -0.694788 -1.0 0.2 -0.7
H 6.696545 0.735370 -1.438497 -0.1 -0.9 0.3
H 5.782151 -0.636184 -2.259037 0.1 0.3 0.4
H 6.181917 -1.979470 1.336109 -0.1 0.6 0.0
H 6.647699 -0.209686 1.596806 -0.7 -0.4 -0.1
H 8.312786 -0.289387 -0.251488 -0.3 -0.8 0.2
H 8.153780 -1.740573 -1.739410 1.0 -0.5 0.7
H 8.543627 -3.209721 -1.189783 -1.5 -1.0 -0.3
H 2.298095 -1.303319 0.914185 0.7 0.2 -0.5
H 3.720350 -0.562563 3.265193 -0.2 -0.1 -0.5
H 4.131180 0.721469 2.074570 -0.3 -0.5 0.2
H 2.434243 0.351815 2.389015 0.6 -0.2 0.2
H 2.178991 -0.491706 -2.901697 0.5 -0.2 0.2
H 3.870826 -0.767046 -3.260400 -0.2 0.2 0.7
H 4.679233 -2.843103 -3.443045 -0.4 0.0 0.4
H 4.568691 -5.292119 -3.038896 -0.2 0.6 0.2
H 2.840449 -6.242852 -1.487465 0.3 0.5 -0.2
H 1.255234 -4.691410 -0.322077 0.5 0.1 -0.4
H 1.345226 -2.306916 -0.695558 0.3 -0.2 -0.3
H 0.746058 -0.469224 -1.165694 0.3 0.1 0.6
H 0.914853 0.216318 0.539226 0.4 -0.3 -0.6
H -0.083705 2.410670 -0.922524 -0.1 -0.6 -0.1
H -0.949210 1.349370 0.176013 0.3 0.0 -0.5
H 0.095145 -0.846030 -3.311207 -0.2 0.4 -0.3
H -1.471872 -0.711078 -4.117507 0.4 0.3 0.3
H -0.353112 0.637564 -4.316695 0.2 -0.4 0.5
H -2.072998 2.877719 -3.200518 -0.4 -0.3 0.3
H -3.325478 1.617315 -3.495475 0.3 0.4 0.4
H -3.322114 2.473513 -1.926766 0.3 0.0 -0.4
H -1.748756 -2.388312 -2.169510 -0.4 0.1 0.3
H -3.242984 -3.982559 -0.995760 -0.2 0.5 0.1
H -5.037887 -3.191981 0.608387 0.7 0.8 -0.4
H -5.181629 -0.733512 1.061871 0.3 0.0 -0.3
H -3.684196 0.921081 -0.088838 -0.1 -0.6 -0.1
C -8.976525 -4.844568 4.214848 -0.2 0.1 0.0
C -7.702900 -4.753078 3.814949 -0.1 -0.5 0.4
C -7.265732 -3.728279 2.812431 -0.2 0.5 -0.4
O -6.087313 -3.676342 2.497188 0.0 -0.3 0.3
C -8.272093 -2.840205 2.254223 0.3 -0.1 0.0
C -9.550694 -2.931865 2.650432 0.0 0.4 -0.5
C -9.984042 -3.939207 3.674466 0.1 -0.5 0.4
O -11.150937 -3.968602 4.013009 0.0 0.3 -0.3
O -10.494383 -2.136289 2.159307 -0.5 -3.4 0.6
O -6.753114 -5.567789 4.287708 0.0 0.4 -0.4
H -9.302846 -5.577988 4.938944 0.0 0.0 0.0
H -7.946608 -2.117216 1.518950 0.0 0.0 0.0
H -11.322159 -2.405288 2.607555 0.0 0.0 0.0
H -5.927176 -5.295487 3.845017 0.0 -0.1 0.1
C -10.871324 3.567741 1.485082 -0.1 -0.2 -0.1
C -10.167434 4.057725 2.512745 -0.3 0.5 -0.3
C -9.414808 3.160014 3.447957 0.2 -0.5 0.2
O -8.774595 3.657868 4.355292 -0.1 0.3 -0.1
C -9.489370 1.720546 3.226736 0.1 0.2 0.1
C -10.195793 1.229741 2.201389 0.2 -0.5 0.2
C -10.926153 2.129677 1.250474 -0.2 0.6 -0.2
O -11.538578 1.632568 0.323908 0.1 -0.3 0.1
O -10.286664 -0.090880 1.971455 0.2 3.5 -0.3
O -10.096340 5.369400 2.759724 0.3 -0.5 0.3
H -11.416357 4.205104 0.802769 0.0 0.0 0.0
H -8.956283 1.082714 3.918540 0.0 0.0 0.0
H -10.847132 -0.176415 1.177044 0.1 -0.1 0.0
H -9.529848 5.459210 3.549928 0.0 0.1 0.0
```
Positions in Å, forces in eV/Å.

Output
Orbital gap = 7.108 eV
HOMO energy = -10.76 eV
Total charge = +1
Energy = -86607.8835 eV